a | Here is a single C4H8FNO molecule from the OMol25 dataset. Energies are from wB97M-V/def2-TZVPD.

Last column: Mulliken charge in e.
Positions of all 15 atoms, in Å:
C 1.041 1.228 0.124  -1.169
C 1.194 -0.211 -0.241  -0.255
C -0.041 -1.083 0.111  0.076
F -0.345 -0.942 1.466  -0.362
C -1.247 -0.692 -0.737  -0.181
N -2.191 0.134 -0.512  -0.385
O -2.221 0.745 0.687  -0.317
H 1.985 1.758 -0.054  0.363
H 0.844 1.360 1.198  0.252
H 0.150 1.685 -0.372  0.327
H 2.014 -0.702 0.286  0.307
H 1.368 -0.439 -1.291  0.358
H 0.155 -2.096 -0.214  0.271
H -1.184 -1.177 -1.745  0.341
H -1.522 0.432 1.294  0.375

Calculated values
E_LUMO = 0.0301 Ha
frontier orbital gap = 10.7 eV
SMILES string = CC[C@@H](F)/C=N\O

---

b | Here is a 2-piece molecular cluster, C4H8FNO overall from the OMol25 dataset. Energies are from wB97M-V/def2-TZVPD.

Last column: Mulliken charge in e.
Positions of all 15 atoms, in Å:
C 1.395 1.198 0.289  -0.820
C -0.018 0.807 -0.586  -0.395
C -0.569 -0.494 -0.186  0.632
C -1.900 -0.531 0.364  -0.416
H 1.317 2.002 1.337  0.215
H 1.832 -0.195 0.403  0.348
H 2.234 1.761 -0.433  0.226
H -0.901 1.686 -0.450  0.225
H 0.346 0.796 -1.754  0.247
H -2.277 -1.547 0.564  0.315
H -2.019 -0.178 1.410  0.214
H 1.951 -2.236 -0.262  0.349
N 0.071 -1.649 -0.047  -0.493
O 1.431 -1.427 -0.284  -0.365
F -2.892 0.007 -0.365  -0.281

Calculated values
E_LUMO = 0.0222 Ha
frontier orbital gap = 9.8 eV

---

c | Here is a single C4H8FNO molecule from the OMol25 dataset. Energies are from wB97M-V/def2-TZVPD.

Last column: Mulliken charge in e.
Positions of all 15 atoms, in Å:
C -1.842 1.009 0.359  -0.819
C -0.973 0.140 -0.141  0.346
O -0.996 -0.280 -1.428  -0.274
N 0.198 -0.924 -1.872  -0.519
C 0.264 -0.510 0.842  0.320
C 1.467 0.373 0.850  -1.040
F -0.340 -0.417 2.063  -0.302
H -2.446 1.573 -0.416  0.282
H -1.568 1.286 1.350  0.321
H 0.028 -1.925 -1.615  0.238
H 0.305 -0.837 -2.894  0.249
H 0.400 -1.555 0.512  0.282
H 1.425 1.460 1.282  0.293
H 1.698 0.748 -0.155  0.327
H 2.380 -0.141 1.264  0.298

Calculated values
E_LUMO = 0.0316 Ha
frontier orbital gap = 9.6 eV
SMILES string = C=C(ON)[C@@H](C)F

---

Energies, relative to the best one, in eV: a 0.000; b 3.906; c 1.476.

---

a | Here is a 8-piece molecular cluster, C42H77N15O3 overall from the OMol25 dataset. Energies are from wB97M-V/def2-TZVPD.

Last column: Mulliken charge in e.
Positions of all 137 atoms, in Å:
N 20.096 -7.212 -23.132  0.534
O 20.459 -6.285 -22.353  -0.404
O 20.315 -8.384 -22.804  -0.570
O 19.603 -6.918 -24.248  -0.369
C 17.214 -10.227 -20.767  -0.718
C 17.798 -11.136 -21.849  -0.333
N 19.035 -11.768 -21.396  0.394
C 20.135 -11.127 -20.838  -0.326
C 20.937 -12.099 -20.355  -0.775
N 20.365 -13.318 -20.677  0.089
C 19.208 -13.079 -21.256  -0.068
C 20.786 -14.632 -20.113  -0.788
H 16.195 -9.923 -21.003  0.326
H 17.810 -9.315 -20.688  -0.010
H 17.221 -10.730 -19.800  0.394
H 18.014 -10.542 -22.737  0.111
H 17.084 -11.926 -22.070  0.284
H 20.180 -10.054 -20.908  0.567
H 21.781 -12.076 -19.688  0.397
H 18.482 -13.812 -21.572  0.448
H 21.491 -14.407 -19.318  0.328
H 21.316 -15.188 -20.880  0.316
H 19.913 -15.129 -19.708  0.368
C 26.299 -4.074 -17.908  -1.040
C 25.527 -3.597 -19.140  -0.652
N 24.209 -4.255 -19.269  0.094
C 23.990 -5.473 -19.863  -0.841
C 22.653 -5.704 -19.839  -0.464
N 22.108 -4.660 -19.132  0.237
C 23.067 -3.783 -18.812  0.023
C 20.686 -4.483 -18.855  -0.551
H 26.558 -5.129 -17.971  0.352
H 25.716 -3.896 -17.005  0.345
H 27.209 -3.479 -17.854  0.376
H 26.106 -3.775 -20.043  0.329
H 25.349 -2.525 -19.075  0.356
H 24.810 -6.011 -20.306  0.534
H 22.011 -6.491 -20.197  0.768
H 22.904 -2.913 -18.200  0.437
H 20.064 -4.745 -19.717  0.193
H 20.367 -3.496 -18.540  0.007
H 20.421 -5.243 -18.118  0.425
C 18.656 -9.497 -26.889  -0.954
C 20.063 -10.091 -26.707  -0.406
N 20.383 -11.016 -27.805  0.311
C 20.493 -12.390 -27.665  -0.292
C 20.969 -12.883 -28.821  -0.580
N 21.090 -11.814 -29.697  0.108
C 20.774 -10.712 -29.039  -0.131
C 21.638 -11.856 -31.049  -0.785
H 18.473 -8.842 -26.037  0.123
H 17.984 -10.351 -26.784  0.416
H 18.511 -8.995 -27.841  0.385
H 20.091 -10.601 -25.749  0.289
H 20.819 -9.306 -26.659  0.129
H 20.181 -12.869 -26.755  0.454
H 21.211 -13.855 -29.217  0.478
H 20.846 -9.716 -29.443  0.449
H 22.044 -10.885 -31.316  0.295
H 20.855 -12.068 -31.781  0.348
H 22.359 -12.660 -31.160  0.352
C 24.707 -2.325 -28.785  -0.958
C 24.665 -2.214 -27.266  -0.471
N 24.565 -3.541 -26.616  0.186
C 25.429 -4.605 -26.739  -0.398
C 24.975 -5.577 -25.919  -0.675
N 23.875 -5.071 -25.256  0.419
C 23.690 -3.821 -25.667  -0.111
C 23.162 -5.745 -24.166  -1.457
H 23.882 -2.940 -29.147  0.121
H 25.675 -2.699 -29.109  0.395
H 24.569 -1.334 -29.215  0.409
H 23.860 -1.590 -26.883  0.343
H 25.578 -1.728 -26.916  0.332
H 26.275 -4.543 -27.404  0.464
H 25.301 -6.592 -25.764  0.510
H 22.986 -3.123 -25.248  0.466
H 22.577 -5.115 -23.507  0.432
H 24.002 -6.007 -23.502  0.518
H 22.773 -6.726 -24.422  0.434
C 14.297 -9.111 -23.737  -0.607
C 13.941 -7.689 -23.344  -0.658
N 14.555 -7.319 -22.057  0.152
C 14.028 -7.660 -20.824  -0.317
C 14.971 -7.349 -19.910  -0.591
N 16.065 -6.867 -20.595  0.448
C 15.813 -6.936 -21.900  -0.542
C 17.341 -6.536 -19.967  -0.534
H 15.337 -9.316 -23.425  -0.059
H 14.390 -9.231 -24.815  0.393
H 13.747 -9.911 -23.248  0.344
H 12.859 -7.586 -23.265  0.366
H 14.235 -6.926 -24.061  0.379
H 13.017 -8.032 -20.816  0.507
H 15.032 -7.593 -18.862  0.471
H 16.501 -6.705 -22.699  0.731
H 17.455 -5.457 -19.896  -0.097
H 18.145 -6.986 -20.549  0.182
H 17.387 -6.968 -18.971  0.400
C 23.025 -6.045 -30.241  -1.644
C 22.622 -6.537 -28.850  0.286
N 21.406 -5.919 -28.327  0.769
C 20.917 -6.165 -27.063  -1.105
C 19.677 -5.612 -27.000  -0.736
N 19.438 -5.053 -28.234  0.121
C 20.465 -5.294 -29.031  -0.420
C 18.177 -4.473 -28.721  -0.870
H 23.981 -6.443 -30.564  0.436
H 22.992 -4.962 -30.378  0.315
H 22.269 -6.378 -30.964  0.433
H 23.438 -6.381 -28.147  0.061
H 22.489 -7.611 -28.988  0.099
H 21.465 -6.604 -26.251  0.922
H 18.949 -5.644 -26.211  0.697
H 20.541 -5.086 -30.085  0.565
H 17.765 -5.093 -29.512  0.380
H 18.331 -3.462 -29.092  0.351
H 17.470 -4.413 -27.899  0.307
C 18.096 -1.934 -16.457  -0.984
C 18.123 -0.951 -17.615  -0.590
N 17.937 -1.627 -18.912  0.247
C 16.813 -2.312 -19.262  -0.522
C 16.987 -2.770 -20.528  -0.816
N 18.151 -2.182 -20.972  0.267
C 18.721 -1.506 -19.988  -0.037
C 18.670 -2.306 -22.345  -0.996
H 18.906 -2.661 -16.552  0.208
H 17.115 -2.400 -16.411  0.372
H 18.311 -1.425 -15.520  0.391
H 19.035 -0.353 -17.634  0.367
H 17.353 -0.186 -17.496  0.397
H 16.021 -2.537 -18.567  0.415
H 16.409 -3.421 -21.157  0.779
H 19.581 -0.858 -20.012  0.425
H 19.444 -1.552 -22.448  0.343
H 17.866 -2.024 -23.024  0.381
H 18.948 -3.339 -22.544  0.344

Calculated values
E_LUMO = -0.4145 Ha
total charge = +6
frontier orbital gap = 9.5 eV

---

b | Here is a 8-piece molecular cluster, C42H77N15O3 overall from the OMol25 dataset. Energies are from wB97M-V/def2-TZVPD.

Last column: Mulliken charge in e.
Positions of all 137 atoms, in Å:
N 0.820 -0.668 1.271  0.635
O 0.435 -1.067 2.369  -0.621
O 1.994 -0.221 1.167  -0.484
O 0.062 -0.794 0.268  -0.440
C -2.998 0.570 1.535  -1.109
C -3.270 -0.769 0.857  -0.198
N -4.619 -0.865 0.291  0.451
C -5.728 -1.375 0.929  -0.534
C -6.791 -1.187 0.116  -0.421
N -6.308 -0.596 -1.032  0.129
C -5.005 -0.386 -0.889  -0.346
C -7.126 -0.220 -2.182  -0.842
H -3.573 0.595 2.465  0.413
H -3.311 1.401 0.899  0.402
H -1.966 0.709 1.850  0.108
H -3.062 -1.500 1.636  0.134
H -2.548 -0.960 0.061  0.083
H -5.649 -1.800 1.915  0.556
H -7.819 -1.495 0.202  0.498
H -4.412 0.145 -1.612  0.623
H -8.179 -0.309 -1.920  0.338
H -7.001 -0.930 -3.000  0.348
H -6.946 0.802 -2.499  0.351
C 9.741 1.344 2.499  -1.075
C 8.998 0.008 2.377  -0.484
N 7.630 0.184 1.825  0.117
C 6.624 0.882 2.432  -0.711
C 5.566 0.917 1.585  -0.157
N 5.972 0.246 0.451  0.175
C 7.224 -0.164 0.618  -0.015
C 5.168 0.007 -0.736  -0.822
H 9.449 1.863 3.410  0.367
H 9.614 1.966 1.616  0.336
H 10.798 1.111 2.620  0.372
H 8.844 -0.399 3.374  0.298
H 9.542 -0.688 1.747  0.363
H 6.710 1.321 3.411  0.445
H 4.563 1.305 1.615  0.470
H 7.793 -0.683 -0.135  0.411
H 5.346 -0.997 -1.124  0.375
H 5.456 0.690 -1.534  0.332
H 4.115 0.052 -0.468  0.189
C 0.528 -3.126 -2.639  -0.611
C 1.489 -2.641 -3.691  -0.798
N 1.277 -3.134 -5.057  0.238
C 0.162 -2.905 -5.825  -0.419
C 0.314 -3.638 -6.958  -0.509
N 1.546 -4.243 -6.890  0.066
C 2.078 -3.975 -5.714  -0.028
C 2.107 -5.250 -7.814  -0.834
H 0.507 -2.456 -1.774  0.115
H 0.728 -4.125 -2.250  0.457
H -0.517 -3.113 -2.967  0.247
H 2.542 -2.763 -3.432  0.372
H 1.470 -1.543 -3.739  0.218
H -0.646 -2.251 -5.556  0.552
H -0.257 -3.700 -7.870  0.444
H 3.036 -4.312 -5.354  0.423
H 1.346 -5.535 -8.534  0.353
H 2.417 -6.138 -7.270  0.367
H 2.957 -4.811 -8.330  0.335
C -1.497 -4.103 0.256  -0.976
C -2.518 -4.233 -0.868  -0.316
N -3.550 -5.234 -0.560  0.281
C -3.303 -6.506 -0.089  -0.265
C -4.483 -7.159 -0.053  -0.551
N -5.437 -6.277 -0.485  0.095
C -4.857 -5.129 -0.790  -0.266
C -6.855 -6.594 -0.665  -0.765
H -0.618 -3.578 -0.102  0.065
H -1.187 -5.078 0.632  0.442
H -1.855 -3.638 1.176  0.285
H -1.965 -4.554 -1.754  0.305
H -2.954 -3.274 -1.147  0.197
H -2.290 -6.805 0.106  0.450
H -4.689 -8.163 0.276  0.454
H -5.365 -4.299 -1.248  0.532
H -7.131 -6.593 -1.721  0.355
H -7.454 -5.795 -0.227  0.334
H -7.133 -7.547 -0.232  0.311
C -0.602 1.710 -8.117  -1.272
C -1.317 2.117 -6.846  -0.327
N -0.469 1.979 -5.650  0.294
C 0.842 2.386 -5.575  -0.430
C 1.167 2.438 -4.265  -0.505
N 0.060 2.017 -3.545  0.231
C -0.912 1.783 -4.413  -0.270
C 0.077 1.827 -2.082  -0.793
H -1.333 1.595 -8.914  0.400
H -0.104 0.747 -7.980  0.338
H 0.143 2.427 -8.457  0.378
H -2.205 1.489 -6.732  0.330
H -1.754 3.117 -6.894  0.342
H 1.453 2.694 -6.407  0.442
H 2.089 2.671 -3.762  0.471
H -1.919 1.505 -4.154  0.514
H 1.095 1.763 -1.712  0.158
H -0.388 0.878 -1.823  0.326
H -0.454 2.665 -1.636  0.362
C -1.013 3.094 8.361  -1.011
C 0.501 3.094 8.331  -0.579
N 1.056 1.976 7.579  0.169
C 1.101 0.674 8.018  -0.343
C 1.793 -0.043 7.104  -0.400
N 2.052 0.815 6.043  0.190
C 1.654 2.029 6.391  -0.080
C 2.663 0.381 4.774  -1.089
H -1.392 2.159 8.777  0.337
H -1.436 3.223 7.364  0.285
H -1.374 3.914 8.979  0.370
H 0.988 3.289 9.287  0.399
H 0.838 4.002 7.811  0.269
H 0.624 0.359 8.930  0.452
H 1.907 -1.105 6.973  0.407
H 1.734 2.896 5.758  0.436
H 3.517 0.991 4.499  0.437
H 1.921 0.176 4.002  0.458
H 3.072 -0.596 5.034  0.292
C 0.598 2.974 2.229  -0.209
C 0.856 4.358 1.622  -0.876
N -0.199 5.356 1.841  0.254
C -1.051 5.877 0.879  -0.318
C -1.752 6.874 1.464  -0.496
N -1.270 7.013 2.749  0.097
C -0.363 6.069 2.952  -0.183
C -1.758 8.018 3.707  -0.749
H -0.447 2.698 2.053  0.195
H 0.715 2.895 3.310  0.075
H 1.207 2.213 1.740  0.122
H 1.042 4.192 0.563  0.307
H 1.760 4.829 2.008  0.405
H -1.060 5.465 -0.112  0.450
H -2.591 7.447 1.109  0.425
H 0.122 5.915 3.902  0.501
H -0.951 8.722 3.909  0.361
H -2.041 7.558 4.649  0.339
H -2.584 8.560 3.261  0.301

Calculated values
E_LUMO = -0.4207 Ha
total charge = +6
frontier orbital gap = 8.2 eV

---

Energies, relative to the best one, in eV: a 1.168; b 0.000.

---

a | Here is a 2-piece molecular cluster, C3H11N2O2S overall from the OMol25 dataset. Energies are from wB97M-V/def2-TZVPD.

Last column: Mulliken charge in e.
Positions of all 19 atoms, in Å:
N -1.080 0.347 0.648  -0.290
C 0.238 -0.032 -0.013  -0.247
C 0.046 -1.003 -1.205  -0.936
S -0.363 0.023 -2.687  -0.149
C 1.007 -0.777 1.060  0.580
N 2.353 -0.914 0.829  -0.375
O 0.491 -1.240 2.052  -0.594
H -1.884 0.231 0.038  0.347
H -1.181 -0.314 1.432  0.399
H -1.088 1.348 0.986  0.352
H 0.653 0.899 -0.381  0.438
H 1.028 -1.432 -1.411  0.399
H -0.507 -1.899 -0.900  0.441
H 0.821 -0.243 -3.284  0.186
H 2.906 -1.139 1.650  0.270
H 2.853 -0.627 0.012  0.206
H -2.844 2.599 1.612  0.340
H -1.638 3.496 1.593  0.347
O -1.915 2.613 1.822  -0.712

Calculated values
E_LUMO = -0.1187 Ha
total charge = +1
frontier orbital gap = 10.0 eV

---

b | Here is a 2-piece molecular cluster, C3H11N2O2S overall from the OMol25 dataset. Energies are from wB97M-V/def2-TZVPD.

Last column: Mulliken charge in e.
Positions of all 19 atoms, in Å:
N 0.189 0.781 -1.170  -0.350
C 0.089 -0.397 -0.264  -0.045
C -0.012 0.033 1.186  -0.835
S -1.722 0.016 1.844  -0.196
C 1.356 -1.240 -0.598  0.525
N 1.603 -2.307 0.159  -0.313
O 2.012 -0.910 -1.571  -0.631
H 0.717 1.537 -0.742  0.364
H 0.672 0.511 -2.034  0.344
H -0.705 1.182 -1.500  0.424
H -0.729 -1.001 -0.654  0.375
H 0.612 -0.545 1.863  0.409
H 0.345 1.048 1.314  0.325
H -1.886 -1.188 2.415  0.165
H 2.365 -2.927 -0.033  0.270
H 1.082 -2.489 0.973  0.182
H -0.627 3.626 -1.762  0.310
H -2.097 3.329 -1.305  0.311
O -1.188 3.009 -1.299  -0.632

Calculated values
E_LUMO = -0.1151 Ha
total charge = +1
frontier orbital gap = 10.0 eV

---

Energies, relative to the best one, in eV: a 0.105; b 0.000.